Record 1
Computed, not measured: C18H33B9F36N6Zn2 as an isolated structure in a non-equilibrium geometry, with the ωB97M-V functional and the def2-TZVPD basis.

```
104
Properties=species:S:1:pos:R:3:mulliken_charge:R:1
Zn -2.8836 4.2342 1.5425 1.75
Zn 2.8516 -0.8791 -3.0680 1.72
C 6.0398 1.2445 3.9710 -1.13
C 6.9946 2.4603 3.6688 -0.40
N 8.3200 2.0452 3.8559 0.22
C 8.9150 0.9490 3.2316 -0.46
C 10.1723 0.9124 3.6942 -0.34
N 10.3542 1.8049 4.7337 0.12
C 9.1674 2.5420 4.7707 -0.15
C 11.5668 2.0959 5.4641 -0.75
H 6.1555 0.4814 3.2013 0.37
H 4.9829 1.4760 3.8387 0.39
H 6.1726 0.7217 4.9182 0.32
H 6.8067 3.2827 4.3590 0.30
H 6.8676 2.9438 2.7002 0.33
H 8.4346 0.4549 2.4001 0.47
H 11.0219 0.3067 3.4156 0.42
H 8.8708 3.3266 5.4510 0.35
H 11.6504 3.1657 5.2730 0.36
H 12.4125 1.5070 5.1088 0.29
H 11.4862 2.0501 6.5502 0.30
C -5.6710 -2.7167 -4.9296 -1.00
C -5.4263 -1.6169 -6.0052 -0.66
N -6.3103 -1.8642 -7.0961 0.19
C -7.6450 -1.4850 -7.0856 -0.40
C -8.2403 -2.0751 -8.1700 -0.31
N -7.3393 -2.9885 -8.7143 0.14
C -6.1510 -2.8040 -8.0824 -0.28
C -7.5920 -3.9375 -9.7381 -0.81
H -5.1457 -2.4440 -4.0143 0.38
H -5.2643 -3.6719 -5.2616 0.31
H -6.7350 -2.8488 -4.7333 0.34
H -4.4228 -1.5440 -6.4245 0.42
H -5.5564 -0.6407 -5.5381 0.37
H -8.0279 -0.8491 -6.3012 0.46
H -9.2723 -2.0662 -8.4882 0.39
H -5.2472 -3.3156 -8.3786 0.50
H -7.3870 -4.9041 -9.2778 0.37
H -6.9438 -3.7805 -10.6002 0.32
H -8.6236 -3.8555 -10.0805 0.28
C -2.8508 -1.5742 8.5418 -1.03
C -1.5202 -1.3822 7.8174 -0.48
N -1.1197 -2.4998 7.0455 0.18
C -0.1676 -3.4725 7.4500 -0.30
C -0.1259 -4.4178 6.4080 -0.40
N -1.1245 -4.1482 5.4876 0.16
C -1.6942 -2.9091 5.8193 -0.14
C -1.4006 -5.0236 4.3515 -0.79
H -2.6867 -2.1828 9.4311 0.30
H -3.4378 -2.1846 7.8556 0.31
H -3.4588 -0.7104 8.8104 0.37
H -0.7709 -1.0083 8.5151 0.33
H -1.6975 -0.6543 7.0256 0.36
H 0.5174 -3.3031 8.2676 0.38
H 0.3673 -5.3785 6.3941 0.39
H -2.5749 -2.5277 5.3239 0.39
H -0.5809 -5.0369 3.6331 0.36
H -2.2446 -4.5901 3.8150 0.29
H -1.5568 -6.0208 4.7628 0.33
B 1.5293 1.8777 -7.5837 0.54
F 1.8566 1.4239 -6.3271 -0.34
F 0.3597 1.5138 -8.0236 -0.31
F 1.5834 3.2327 -7.6671 -0.36
F 2.3632 1.4201 -8.6024 -0.38
B -0.2227 0.1021 -0.4552 0.57
F -1.1777 1.1212 -0.2792 -0.40
F -0.0207 -0.6803 0.6444 -0.38
F -0.5590 -0.6819 -1.5508 -0.41
F 0.9000 0.7195 -0.7455 -0.35
B -5.8452 3.0563 4.2316 0.65
F -7.1350 2.6935 4.0557 -0.35
F -5.4205 2.9322 5.5318 -0.39
F -4.9676 2.3131 3.4572 -0.42
F -5.4913 4.3599 3.8484 -0.42
B 4.1152 -4.1761 -0.8320 0.61
F 4.1160 -4.7821 0.4453 -0.41
F 2.9423 -4.2875 -1.5749 -0.40
F 4.1570 -2.8134 -0.6314 -0.39
F 5.1465 -4.5694 -1.6483 -0.37
B 0.7064 -3.8950 -7.2606 0.59
F -0.6179 -4.3452 -7.1783 -0.42
F 1.0449 -3.1049 -6.1059 -0.41
F 1.5959 -4.8911 -7.2673 -0.36
F 0.8053 -3.2321 -8.4586 -0.39
B -7.6431 3.8375 -1.1611 0.57
F -8.1838 5.0906 -1.2820 -0.39
F -7.5191 3.4407 -2.4849 -0.41
F -6.3901 3.7608 -0.5750 -0.36
F -8.5625 3.0513 -0.5248 -0.39
B 6.8709 0.5432 -3.8196 0.60
F 5.9907 1.2521 -3.0994 -0.41
F 7.2463 1.1898 -4.9257 -0.36
F 7.8906 0.0842 -3.0631 -0.40
F 6.1084 -0.4875 -4.2525 -0.37
B -0.3273 5.8842 4.9152 0.59
F -0.4868 5.8174 6.2169 -0.34
F -0.6617 4.6359 4.3224 -0.43
F -1.1265 6.7247 4.2854 -0.36
F 1.0049 6.1615 4.7451 -0.40
B -1.4277 7.0205 -1.2979 0.59
F -2.5661 7.0417 -0.5511 -0.34
F -0.5655 6.2133 -0.5369 -0.41
F -1.6041 6.3920 -2.4806 -0.35
F -1.0423 8.3465 -1.3696 -0.37
```

- 2S+1: 1
- Orbital gap: 2.26 eV
- LUMO energy: -3.38 eV
- Total charge: -2

Record 2
Computed, not measured: C18H33BIN3O8S3 as an isolated structure in a non-equilibrium geometry, with the ωB97M-V functional and the def2-TZVPD basis.

```
67
Properties=species:S:1:pos:R:3:mulliken_charge:R:1
C 3.4871 -0.4582 -0.2075 -0.70
O 3.6021 -1.7726 0.3804 -0.25
B 2.3509 -2.4001 0.5703 0.74
O 2.2591 -3.5069 1.4473 -0.58
C 1.0326 -1.8902 -0.2208 0.27
C 0.2338 -0.8442 0.3714 0.96
C 0.5072 -0.1701 1.7517 -1.23
C -0.2016 -1.0682 2.9063 -0.51
N -1.1863 -1.9698 2.2889 -0.45
C -0.9907 -0.3818 -0.4118 -0.84
C -1.4041 -0.9340 -1.6784 0.32
C -2.7132 -0.3778 -2.3281 -1.18
C -3.9209 -0.2300 -1.3140 -0.33
C -4.8539 1.0072 -1.6695 -1.04
I -5.0387 -2.1230 -1.3233 0.00
C -0.5408 -2.0017 -2.2673 0.77
N -0.7538 -2.6303 -3.4923 -0.61
S 0.5349 -3.6760 -3.6059 0.08
N 1.4240 -3.5144 -2.2038 -0.55
C 0.7026 -2.5161 -1.5467 0.05
H 4.5334 -0.0283 -0.2155 0.25
H 3.1363 -0.4666 -1.2743 0.30
H 2.8465 0.2411 0.3999 0.24
H 2.9153 -3.3823 2.1625 0.26
H 0.0491 0.8560 1.7134 0.46
H 1.6041 -0.1589 1.9914 0.10
H -0.6876 -0.3725 3.6518 0.37
H 0.6192 -1.5981 3.4661 0.19
H -0.8654 -2.9334 2.2298 0.19
H -2.1140 -1.8883 2.6973 0.19
H -1.6056 0.4387 0.0376 0.36
H -3.0801 -1.0215 -3.1722 0.44
H -2.4682 0.6712 -2.6767 0.30
H -3.6129 -0.0846 -0.2497 0.44
H -5.6542 1.0909 -0.8861 0.39
H -5.2813 0.9263 -2.7083 0.34
H -4.1809 1.9140 -1.6652 0.25
O -6.3627 4.4857 -4.1779 -0.66
S -5.2748 5.1061 -3.4803 1.26
O -4.7871 4.5969 -2.2300 -0.59
O -5.5821 6.6739 -3.3168 -0.28
C -6.8222 7.0649 -2.7156 -0.34
C -6.7825 6.9249 -1.2055 -0.98
C -3.9094 5.2677 -4.5903 -0.95
H -7.6536 6.4994 -3.1434 0.33
H -6.9786 8.1130 -2.9751 0.27
H -6.7246 5.8759 -0.9105 0.29
H -7.6801 7.3536 -0.7564 0.38
H -5.9040 7.4255 -0.7941 0.26
H -4.2620 5.7076 -5.5208 0.32
H -3.5090 4.2714 -4.7728 0.36
H -3.1507 5.8950 -4.1257 0.32
O 6.5744 -2.5728 5.2423 -0.64
S 7.4053 -3.5100 4.5429 1.26
O 8.7116 -3.1547 4.0748 -0.61
O 6.5694 -4.1371 3.3230 -0.30
C 5.9551 -3.2416 2.3880 -0.09
C 6.9623 -2.6869 1.4001 -1.12
C 7.5320 -4.9887 5.5020 -0.94
H 5.4292 -2.4373 2.9095 0.35
H 5.2046 -3.8197 1.8457 0.09
H 7.6724 -2.0227 1.8958 0.34
H 6.4576 -2.1195 0.6165 0.34
H 7.5388 -3.4930 0.9426 0.30
H 6.5347 -5.2945 5.8117 0.31
H 8.1459 -4.7682 6.3740 0.37
H 8.0059 -5.7602 4.8979 0.32
```

- 2S+1: 1
- Orbital gap: 7.88 eV
- LUMO energy: -0.62 eV
- Total charge: 0

Record 3
Computed, not measured: a 4-piece molecular cluster, C18H33BrN6 overall in a non-equilibrium geometry, with the ωB97M-V functional and the def2-TZVPD basis.

```
58
Properties=species:S:1:pos:R:3:mulliken_charge:R:1
C -3.8881 0.7819 5.6271 -1.10
C -4.1778 -0.3829 4.6492 -0.29
N -3.9863 0.0061 3.2425 0.12
C -4.8817 -0.2720 2.1696 -0.30
C -4.1074 -0.0322 1.0260 -0.34
N -2.8540 0.4763 1.3978 0.23
C -2.8451 0.6165 2.7002 -0.24
C -1.7143 0.6572 0.5174 -0.97
H -4.5312 1.5127 5.1368 0.34
H -2.8791 1.1941 5.6389 0.30
H -4.1487 0.6276 6.6741 0.36
H -5.1572 -0.8512 4.7469 0.32
H -3.4212 -1.1371 4.8657 0.29
H -5.8534 -0.6769 2.4112 0.42
H -4.2103 -0.3402 -0.0041 0.40
H -1.9614 0.9729 3.2085 0.36
H -2.0252 0.7416 -0.5239 0.36
H -0.8666 -0.0171 0.6394 0.27
H -1.3747 1.6705 0.7321 0.37
C 0.2709 2.3413 -3.9034 -1.11
C -0.8580 2.0611 -4.9271 -0.19
N -0.6722 0.7213 -5.4426 0.22
C -0.0687 -0.3776 -4.8780 -0.20
C -0.2121 -1.5167 -5.6985 -0.61
N -0.7424 -1.0094 -6.9517 0.11
C -0.9982 0.3477 -6.7376 -0.19
C -0.9397 -1.7709 -8.2081 -0.83
H 0.1931 1.8419 -2.9377 0.12
H 0.2754 3.3806 -3.5750 0.39
H 1.2067 2.1064 -4.4107 0.38
H -0.8957 2.7875 -5.7389 0.37
H -1.7969 2.1306 -4.3779 0.24
H 0.4996 -0.2850 -3.9643 0.36
H 0.0882 -2.5539 -5.6753 0.45
H -1.5237 0.9312 -7.4791 0.37
H -1.6192 -2.6017 -8.0178 0.35
H -0.0033 -2.1764 -8.5910 0.34
H -1.3813 -1.2998 -9.0862 0.31
C 4.4913 -2.8048 1.1185 -0.96
C 4.9076 -1.2929 1.4052 -0.54
N 4.0285 -0.6512 2.4478 0.22
C 2.7141 -0.3502 2.4786 -0.38
C 2.3835 0.5461 3.4502 -0.43
N 3.4370 0.5419 4.2606 0.15
C 4.4976 -0.1742 3.6267 -0.22
C 3.3756 1.1053 5.5877 -0.83
H 5.2945 -3.1448 0.4647 0.35
H 3.4987 -2.7116 0.6777 0.31
H 4.4444 -3.4311 2.0094 0.33
H 4.6922 -0.6661 0.5399 0.33
H 5.9605 -1.1363 1.6394 0.40
H 2.0768 -0.6591 1.6632 0.29
H 1.4596 1.0890 3.5841 0.53
H 5.4058 -0.4959 4.1147 0.37
H 4.0278 0.5158 6.2321 0.33
H 2.3456 0.9752 5.9199 0.34
H 3.6316 2.1646 5.5670 0.31
Br 1.3886 -0.0258 -1.0418 -0.73
```

- 2S+1: 1
- Orbital gap: 7.38 eV
- LUMO energy: -4.49 eV
- Total charge: +2